Entry 1:
Here is a cluster of 2 separate species, C4H12NO2 in total at a distorted geometry from OMol25. Energies are from ωB97M-V with the def2-TZVPD basis set.

Output
total charge: -1
Kohn-Sham gap: 8.09 eV
LUMO energy: 4.23 eV
2S+1: 1

Structure (XYZ):
```
19
Properties=species:S:1:pos:R:3:forces:R:3:nbo_charge:R:1
C 2.0289 -0.5916 1.0401 4.1378 -2.8147 2.4755 -0.38
N 0.9575 0.1614 0.7255 -5.5958 0.0515 0.1763 -0.71
C 0.8386 0.4358 -0.6627 0.4510 -0.1782 -1.4203 -0.21
C -0.4038 1.2690 -1.0195 -0.4930 0.1641 0.2775 -0.43
C -1.9007 0.5740 -0.7185 3.1750 0.1404 -0.4909 -0.05
O -1.9581 -0.7841 -1.1169 0.4010 1.0184 0.8947 -0.79
H 2.8964 0.0657 1.2194 0.3863 -0.0545 -0.5529 0.15
H 2.3884 -1.4223 0.2976 -0.7922 1.0463 0.9434 0.14
H 1.9781 -1.0579 2.1033 -0.4689 0.3524 -1.8116 0.19
H 0.0308 -0.3976 0.9482 1.7904 0.5391 -0.0085 0.43
H 0.9547 -0.5222 -1.2802 -0.4896 0.9016 0.4808 0.16
H 1.7126 1.0470 -0.9432 -0.0151 0.0012 -0.2105 0.16
H -0.2494 2.2196 -0.4038 -0.6831 -0.9965 -0.6835 0.18
H -0.2591 1.5652 -2.0871 -0.5135 -0.2653 0.5672 0.18
H -1.9982 0.7367 0.3635 -0.4331 -0.3805 -0.1193 0.16
H -2.6148 1.1652 -1.2659 -0.4673 0.2079 -0.1853 0.15
H -1.5789 -1.2780 -0.2821 -0.6159 -0.0386 0.0232 0.52
H -1.6036 -1.3654 1.9154 -0.2856 0.0901 0.1827 0.41
O -1.2194 -1.8205 1.1669 0.5115 0.2153 -0.5386 -1.26
```
Positions in Å, forces in eV/Å.

---

Entry 2:
Here is a cluster of 2 separate species, C4H12NO2 in total at a distorted geometry from OMol25. Energies are from ωB97M-V with the def2-TZVPD basis set.

Output
total charge: -2
Kohn-Sham gap (spin up / spin down): 2.61 / 6.74 eV
LUMO energy (spin up / spin down): 6.85 / 6.91 eV
2S+1: 2
expectation value of S²: 0.75

Structure (XYZ):
```
19
Properties=species:S:1:pos:R:3:forces:R:3:mulliken_spin:R:1
C -0.6408 -1.7764 0.6796 -0.8985 -0.4396 0.4213 1.68
C 0.4768 -0.9780 0.0552 0.6429 -0.1282 0.7636 0.28
C 1.7011 -1.0045 0.9968 -1.3686 -0.4473 0.1419 1.66
N 0.1107 0.4119 -0.3224 -0.2391 -1.0134 0.7330 -0.62
C -0.9684 1.0861 0.5563 0.8985 1.6680 -1.6333 0.10
O -0.5942 1.5883 1.7075 0.0918 -0.5645 0.8407 -0.09
H -1.0097 -1.3519 1.6148 0.1007 0.3798 -0.0294 0.19
H -0.3700 -2.8037 0.9710 0.4001 0.1197 -0.4836 -1.54
H -1.5103 -1.8580 0.0164 0.0540 -0.0031 -0.0666 0.31
H 0.7913 -1.5486 -0.8219 -0.0460 0.1637 -0.5200 -0.48
H 1.3627 -0.6016 1.9567 0.2248 -0.0693 0.0346 0.29
H 2.4963 -0.3651 0.6599 0.5755 0.2233 -0.3250 0.15
H 2.0179 -2.0485 1.0875 0.3524 0.1132 0.2055 -1.26
H 0.9516 0.9091 -0.0546 -0.0628 0.5875 -0.2436 0.12
H -1.8134 0.3947 0.4955 -0.4162 -0.3188 0.2435 0.00
H -1.2031 1.9419 -0.1692 -0.4886 -0.2924 0.0319 -0.01
H 0.4369 0.0123 -2.9886 0.0391 -0.0271 0.2816 -0.10
H -0.6010 0.9431 -2.4215 0.4603 -0.1631 0.4227 0.06
O -0.0770 0.7892 -3.2219 -0.3202 0.2117 -0.8188 0.28
```
Positions in Å, forces in eV/Å.

---

Entry 3:
Here is a cluster of 2 separate species, C4H12NO2 in total at a distorted geometry from OMol25. Energies are from ωB97M-V with the def2-TZVPD basis set.

Output
total charge: 0
Kohn-Sham gap (spin up / spin down): 3.73 / 10.81 eV
LUMO energy (spin up / spin down): 0.61 / 0.54 eV
2S+1: 2
expectation value of S²: 0.75

Structure (XYZ):
```
19
Properties=species:S:1:pos:R:3:forces:R:3:mulliken_spin:R:1
C 1.2747 -0.6767 0.6776 -0.6194 -0.5160 -1.0100 0.35
C 0.1611 -0.0694 -0.2289 -0.8366 1.2058 2.6878 0.75
C 0.6689 1.2227 -0.8585 0.6037 0.5027 -0.6449 0.40
C 1.7287 0.8502 -1.8976 -1.2810 -0.4163 0.5368 -0.06
O 1.3750 0.0545 -2.7342 0.7760 0.1146 -0.3087 -0.01
N -0.8917 0.3837 0.8207 0.5398 -0.9520 -0.2554 1.18
H 2.0019 0.0993 0.8981 0.2115 -0.0832 -0.0109 0.00
H 1.7256 -1.5211 0.1417 0.1938 0.1718 0.3593 -0.10
H 0.8480 -1.0016 1.6342 0.2105 -0.2345 -0.3373 -0.25
H -0.4347 -0.7470 -0.8409 0.7044 0.0575 -0.3317 -0.13
H 1.0109 1.9119 -0.0759 0.2797 -0.3451 -0.0791 0.03
H -0.0731 1.8299 -1.4001 -0.3372 -0.5367 0.0158 -0.14
H 2.7384 1.2720 -1.8360 0.1662 0.1322 -0.2084 0.00
H -0.4496 0.9150 1.5764 0.1315 0.3526 0.1491 -0.35
H -1.3522 -0.4660 1.2459 -0.0257 0.7433 -0.5148 -0.34
H -1.6332 0.9568 0.3845 -0.4449 0.2225 -0.1878 -0.46
H -2.5573 -2.2351 1.3176 -0.3347 -0.0875 -0.3528 -0.04
H -3.2578 -1.4165 0.1374 0.1803 -0.2244 0.2185 -0.08
O -2.8835 -1.3626 1.0381 -0.1179 -0.1073 0.2746 0.26
```
Positions in Å, forces in eV/Å.

---

Entry 4:
Here is a cluster of 2 separate species, C4H12NO2 in total at a distorted geometry from OMol25. Energies are from ωB97M-V with the def2-TZVPD basis set.

Output
total charge: +1
Kohn-Sham gap: 11.46 eV
LUMO energy: -3.36 eV
2S+1: 1

Structure (XYZ):
```
19
Properties=species:S:1:pos:R:3:forces:R:3:nbo_charge:R:1
O 2.0212 0.2124 0.1736 0.2848 0.2411 -0.3965 -0.49
C 1.2878 0.9818 -0.3775 -1.4364 0.0008 0.4607 0.45
C -0.2570 0.7188 -0.3585 0.7438 0.1791 0.6106 -0.15
C -1.0205 1.6140 0.6217 0.4859 0.6129 0.3227 -0.43
C -2.4327 1.1431 0.9873 -0.3856 -0.4462 -0.3010 -0.63
N -0.3830 -0.7123 0.0683 0.3303 -0.6141 -1.1062 -0.69
H 1.5548 1.9099 -0.8970 0.4879 0.0263 0.0939 0.16
H -0.6026 0.8604 -1.3861 -0.2903 -0.4203 0.1349 0.24
H -1.1055 2.6082 0.1746 -0.0532 -0.1248 -0.1513 0.25
H -0.3845 1.8270 1.4901 -0.1694 -0.5127 0.1193 0.23
H -2.6682 0.0697 1.0393 0.6991 -0.0543 -0.2445 0.20
H -2.7516 1.4458 1.9813 0.0310 0.6776 -0.1774 0.25
H -3.0941 1.5029 0.2009 -0.3502 0.1857 0.3421 0.23
H -0.8571 -1.2061 -0.6794 -0.3801 -0.4161 0.1475 0.45
H -0.8198 -0.9407 0.9624 -0.1419 0.5278 -0.0740 0.45
H 0.5541 -1.1451 0.0695 0.1701 0.0128 0.1840 0.48
H 0.6648 -3.6933 -1.4621 0.3318 -0.1164 -0.0408 0.50
H 2.0586 -3.0407 -1.1047 -0.9933 -0.2124 0.0069 0.50
O 1.0890 -2.9934 -0.9555 0.6357 0.4533 0.0690 -0.99
```
Positions in Å, forces in eV/Å.

---

Entry 5:
Here is a cluster of 3 separate species, C4H12NO2 in total at a distorted geometry from OMol25. Energies are from ωB97M-V with the def2-TZVPD basis set.

Output
total charge: +1
Kohn-Sham gap: 8.57 eV
LUMO energy: -5.23 eV
2S+1: 1

Structure (XYZ):
```
19
Properties=species:S:1:pos:R:3:forces:R:3:nbo_charge:R:1
C 1.9392 -2.9018 2.3461 1.9004 0.0695 -1.9404 -0.65
C 2.0680 -1.6142 1.5873 -2.0449 2.2524 0.3932 -0.06
C 0.8924 -0.9634 1.2620 3.5138 0.1688 -1.0000 -0.10
N 0.7722 0.1990 0.4030 -4.4694 1.9435 -2.3868 -0.43
C -0.4240 0.4374 -0.2737 4.1300 0.6750 1.3765 0.10
H 0.9921 -3.3269 2.1325 -1.0798 -0.3339 0.5999 0.23
H 2.6430 -3.5751 1.8145 -0.0998 0.0547 0.6220 0.24
H 2.2585 -2.8129 3.3746 -0.2366 -0.0856 0.2730 0.26
H 3.0686 -1.1358 1.4514 -1.0015 -0.4782 -0.0811 0.23
H -0.0576 -1.3859 1.3216 -1.2654 -0.9855 0.5957 0.20
H 1.4069 1.0205 0.3530 0.1393 -1.2887 -0.0217 0.45
H -0.6379 1.2710 -1.0468 0.9981 -0.9755 1.4024 0.30
H -1.2323 -0.1996 -0.0246 -0.5611 -0.8838 -0.0109 0.20
H -0.4622 3.6502 -2.0918 0.1652 -0.8188 -0.6179 0.49
H -1.0019 2.8121 -3.2811 0.6691 -0.0012 0.6047 0.49
O -0.3242 2.7994 -2.5703 -0.8566 0.7477 0.1703 -0.96
H -3.9456 1.5728 -2.2243 0.2727 0.1250 0.6322 0.48
H -3.9079 0.1214 -1.8035 0.9180 2.4462 1.2659 0.48
O -3.5985 1.0565 -1.4706 -1.0915 -2.6316 -1.8770 -0.95
```
Positions in Å, forces in eV/Å.

---

Entry 6:
Here is the ion C4H12NO2 with charge +1 at a distorted geometry from OMol25. Energies are from ωB97M-V with the def2-TZVPD basis set.

Output
SMILES string: [NH3+][C@H](CO)CCO
total charge: +1
Kohn-Sham gap: 10.77 eV
LUMO energy: -3.41 eV
2S+1: 1

Structure (XYZ):
```
19
Properties=species:S:1:pos:R:3:forces:R:3:nbo_charge:R:1
N 0.4248 1.7731 -0.8261 0.5586 1.3254 2.4120 -0.68
C 0.1410 0.4162 -0.1628 -0.9448 -0.4141 -2.6747 -0.05
C -0.8805 0.5080 0.9626 -0.2713 1.4793 1.1632 -0.08
O -1.7817 1.5607 0.6019 0.6763 0.7279 -0.5537 -0.76
C 1.3814 -0.4042 0.1511 -0.1508 -1.5387 -1.1238 -0.47
C 1.0636 -1.8111 -0.4946 0.7200 -0.6048 1.0561 -0.04
O -0.2373 -2.2312 -0.1811 -0.6406 0.2358 0.0620 -0.74
H 1.2438 2.2133 -0.3633 -0.1837 -0.2727 -0.8724 0.44
H -0.3358 2.4463 -0.6291 -0.3107 -0.5542 -0.0668 0.47
H 0.5178 1.6738 -1.8292 0.4292 0.0660 -0.0940 0.45
H -0.3600 0.0172 -1.0669 -0.0439 -0.7072 0.8853 0.22
H -0.3129 0.7062 1.9074 -0.5829 0.1044 -0.4842 0.18
H -1.5621 -0.3175 1.1336 0.9479 -0.9658 -0.3864 0.24
H -2.3234 1.8872 1.3234 0.0417 -0.2253 0.2794 0.51
H 2.3473 -0.2173 -0.3584 -0.5927 0.9574 0.2830 0.25
H 1.5209 -0.3821 1.2255 0.2552 -0.4500 0.1706 0.23
H 1.1481 -1.7165 -1.5776 -0.0335 0.2645 -0.1246 0.17
H 1.7922 -2.5973 -0.2149 -0.1210 0.6449 0.0836 0.20
H -0.2732 -3.0945 0.2343 0.2469 -0.0727 -0.0146 0.50
```
Positions in Å, forces in eV/Å.

---

Entry 7:
Here is a cluster of 2 separate species, C4H12NO2 in total at a distorted geometry from OMol25. Energies are from ωB97M-V with the def2-TZVPD basis set.

Output
total charge: +1
Kohn-Sham gap: 11.14 eV
LUMO energy: -3.31 eV
2S+1: 1

Structure (XYZ):
```
19
Properties=species:S:1:pos:R:3:forces:R:3:nbo_charge:R:1
O 2.7992 -0.3078 -0.4468 0.2300 -0.1790 0.7417 -0.46
C 1.9676 -0.6990 -1.1934 -0.8529 0.6017 -1.6530 0.43
C 0.4439 -0.4303 -1.1091 0.8717 -1.0983 -0.2002 -0.35
N -0.0852 -0.2533 0.2591 -0.3700 -0.0881 1.2495 -0.53
C -0.0616 1.0909 1.0046 1.2125 -0.2471 -1.0292 -0.22
C -1.1512 2.0940 0.6828 1.1262 0.0298 -0.8325 -0.64
H 2.1539 -1.2203 -2.1860 0.3304 0.2416 0.8666 0.14
H 0.0923 -1.4280 -1.3968 -0.6283 0.4512 -0.4654 0.24
H 0.2320 0.3392 -1.8517 -0.4719 -0.0083 0.2482 0.26
H -1.0467 -0.6309 0.3481 -0.1076 -0.1663 -0.2582 0.47
H 0.5109 -0.9190 0.7631 -0.2372 0.3352 0.5495 0.43
H 0.0827 0.9292 2.0569 -0.5358 -0.6312 0.5130 0.24
H 0.9236 1.4328 0.7238 0.1679 0.7062 -0.3030 0.22
H -1.3939 2.1111 -0.3849 0.3548 0.1778 -0.0034 0.22
H -2.0933 1.9489 1.1659 -0.3186 -0.0974 0.7791 0.24
H -0.6433 3.0369 0.9549 -0.9009 -0.1065 -0.1340 0.26
H -3.3906 -0.9730 -0.0841 -0.2233 -0.4104 0.1404 0.50
H -2.9632 -2.2158 0.8141 -0.2292 0.5104 -0.3152 0.51
O -2.7650 -1.2948 0.5746 0.5822 -0.0213 0.1062 -0.98
```
Positions in Å, forces in eV/Å.

---

Entry 8:
Here is a cluster of 2 separate species, C4H12NO2 in total at a distorted geometry from OMol25. Energies are from ωB97M-V with the def2-TZVPD basis set.

Output
total charge: +2
Kohn-Sham gap (spin up / spin down): 9.30 / 5.08 eV
LUMO energy (spin up / spin down): -10.33 / -14.52 eV
2S+1: 2
expectation value of S²: 1.69

Structure (XYZ):
```
19
Properties=species:S:1:pos:R:3:forces:R:3:mulliken_spin:R:1
C -1.2613 0.7191 0.1484 -1.1370 -3.5739 0.8584 0.02
O -1.9684 -0.3133 0.9649 1.3017 -0.0589 0.0849 -0.01
C -0.2970 -0.1196 -0.7382 -0.6285 -2.2581 0.3625 -0.23
C 1.1975 -0.1562 -0.2177 0.3022 -2.5502 -1.8748 0.27
C 1.2979 -0.6601 1.2236 2.1674 -0.5616 1.2022 0.05
O 0.7426 -2.0214 1.3388 1.1729 2.4506 -0.2027 0.83
N -0.3232 0.2357 -2.1636 2.0199 1.4211 3.7016 0.85
H -2.0377 1.0540 -0.4564 -1.0630 1.5664 -1.1582 0.01
H -0.8005 1.4075 0.7973 0.6048 1.1821 0.4875 0.05
H -2.5956 -0.0108 1.6706 0.8000 0.3459 -0.9960 0.00
H -0.5968 -1.1860 -0.6677 -0.2347 0.4516 -0.0538 0.03
H 1.8093 -0.9037 -0.7933 -0.7191 0.6613 0.1118 0.01
H 1.7263 0.7548 -0.3123 0.3389 1.3014 0.3173 -0.04
H 2.4291 -0.6247 1.5364 -2.0398 -0.7146 -0.6930 0.03
H 0.7569 0.0371 1.8370 -0.7533 -0.0780 0.7104 0.01
H -0.2055 -1.8368 1.5242 -1.0330 -0.3942 0.2643 -0.02
H -0.1347 1.2279 -1.9441 -1.0929 1.3217 -2.0857 -0.08
H -0.1520 2.5423 -1.0054 0.1935 0.3539 -0.0878 -0.77
H 0.4133 -0.1460 -2.7426 -0.2000 -0.8667 -0.9489 -0.01
```
Positions in Å, forces in eV/Å.

---

Entry 9:
Here is a cluster of 2 separate species, C4H12NO2P in total at a distorted geometry from OMol25. Energies are from ωB97M-V with the def2-TZVPD basis set.

Output
total charge: 0
Kohn-Sham gap (spin up / spin down): 7.18 / 8.11 eV
LUMO energy (spin up / spin down): 0.21 / 0.27 eV
2S+1: 1

Structure (XYZ):
```
20
Properties=species:S:1:pos:R:3:forces:R:3:nbo_charge:R:1
C 2.1881 -0.2306 1.4174 -0.1317 0.1857 2.4873 -0.44
C 1.2574 -0.6779 -0.8232 1.2494 -1.6574 2.6520 -0.44
C -1.9792 -1.6660 -0.1007 1.3979 3.0798 -1.3425 -0.27
C -0.8854 2.3852 -0.7867 -2.8061 0.9303 -1.1177 -0.25
N 1.3906 0.2125 0.3462 -3.4197 0.5599 -0.8134 -0.57
O -2.0827 -0.7522 1.0476 0.4795 -0.3308 -0.8074 -0.83
O -1.5404 1.2402 -0.3208 -1.0253 -1.6950 0.6424 -0.83
P -1.1149 0.5225 1.1016 1.3224 0.9358 -0.5423 1.38
H 3.2349 -0.1861 1.0544 -0.1115 -0.2073 0.5424 0.19
H 2.0662 0.4986 2.3646 0.4142 -1.4324 -2.1824 0.20
H 1.9528 -1.2702 1.8370 0.3991 0.8993 -0.6701 0.16
H 0.3634 -0.4253 -1.3605 0.0124 0.4098 -0.7525 0.20
H 2.2405 -0.5957 -1.3605 -1.0709 -0.3260 -0.1777 0.19
H 1.0895 -1.7923 -0.4589 0.6095 1.6785 -0.8672 0.14
H -1.0490 -2.2126 0.0637 -0.7028 -0.6738 -0.2231 0.20
H -1.8512 -1.0268 -1.0698 -0.0912 -1.0826 1.6843 0.19
H -2.9257 -2.1082 -0.2164 -0.7614 -1.2985 0.2471 0.21
H -1.2138 3.2344 -0.2449 0.1554 0.9131 1.2178 0.17
H -1.2323 2.6957 -1.7948 0.4244 -1.0584 0.1847 0.19
H 0.0912 2.1548 -0.6953 3.6564 0.1698 -0.1617 0.21
```
Positions in Å, forces in eV/Å.

---

Entry 10:
Here is an isolated molecule of C4H12NO2P at a distorted geometry from OMol25. Energies are from ωB97M-V with the def2-TZVPD basis set.

Output
SMILES string: CC(C)[P@@](=O)(O)CN
total charge: 0
Kohn-Sham gap: 7.99 eV
LUMO energy: -0.04 eV
2S+1: 1

Structure (XYZ):
```
20
Properties=species:S:1:pos:R:3:forces:R:3:nbo_charge:R:1
C -1.7812 -1.3125 0.5574 0.5461 1.9340 -5.1855 -0.62
C -1.6975 0.1613 0.1872 3.1815 1.0616 1.9390 -0.24
C -1.8578 0.9856 -1.0823 -2.9991 -4.0223 -1.7398 -0.65
P 0.4997 0.5621 0.3204 -0.6398 0.2130 1.3695 1.72
O 0.6251 1.9495 -0.1760 0.5234 0.4539 -0.9250 -1.13
O 0.4826 0.6390 1.9591 -1.3022 -1.6914 -0.2243 -1.01
C 2.4347 -0.3076 0.2111 -2.0846 -0.1407 -0.5721 -0.41
N 2.7935 -0.8383 -1.1034 0.4890 0.1175 2.6060 -0.85
H -2.7456 -1.5851 0.6654 -3.3870 -1.0606 0.6445 0.20
H -1.4088 -1.8257 -0.3165 0.4852 -0.9343 0.1560 0.20
H -1.2556 -1.4009 1.4082 1.8892 -0.8704 2.8587 0.22
H -2.0619 0.6198 1.1652 0.7137 0.5529 -1.5571 0.22
H -1.4448 1.9239 -1.0194 1.0297 2.0439 0.4495 0.26
H -1.4119 0.4622 -2.0157 -0.6361 0.6920 1.5673 0.21
H -2.9714 1.0889 -1.2958 1.1325 0.0134 0.1057 0.21
H 1.1678 1.2409 2.1303 1.5458 1.5309 1.0255 0.48
H 2.9857 0.6100 0.5373 -0.3535 -0.8359 -0.5224 0.22
H 2.3869 -1.0725 1.0588 0.3556 0.8659 -1.4692 0.22
H 2.2747 -1.6565 -1.3123 -0.2775 -0.4894 -0.4677 0.37
H 2.9858 -0.2441 -1.8790 -0.2119 0.5661 -0.0587 0.39
```
Positions in Å, forces in eV/Å.

---

ΔE to the lowest compared entry with this formula, charge and spin, respectively: 27.8, 21.2, 43.3, 32.2, 75.8, 45.4, 41.9, 185.7, 108.3, 66.5 kcal per mole.
E, respectively: -9927.0184, -9923.1066, -9923.7422, -9920.8322, -9918.9410, -9920.2627, -9920.4134, -9899.3846, -19213.0609, -19214.8750 eV.